C5H9N4O | wB97M-V/def2-TZVPD

Geometry (Å):
N -1.3827 0.9797 -0.8786
C -1.1532 -0.4810 -0.6121
C -1.8423 -1.0840 0.5377
O -2.3320 -0.4348 1.4046
C 0.4136 -0.5091 -0.2918
N 1.3423 -1.4568 -0.3886
C 2.4319 -1.0118 0.2071
N 2.3200 0.2486 0.6256
C 1.0559 0.5143 0.3625
N 0.3725 1.7724 0.7031
H -2.3346 1.1725 -1.1588
H -0.6876 1.4871 -1.5175
H -1.2693 -1.2209 -1.4171
H -1.8507 -2.2354 0.4897
H 1.1762 -2.2848 -0.9389
H 3.3453 -1.5722 0.3857
H 0.1074 1.8238 1.7023
H 1.0018 2.5807 0.6336
H -0.7145 1.7118 0.1514

Forces on atoms 1 to 2 (eV/Å):
N 0.3 0.1 -0.6
C 4.1 0.4 -1.8

Its total charge is +1. As for the SMILES: N[C@H](C=O)c1[nH]cnc1[NH3+]. For the energy above the lowest of the compared OMol25 structures with the same formula, charge and spin, the calculation gives 38.4 kcal/mol. Its frontier orbital gap is 10.0 eV. Its total energy is -13331.12871 eV. Its strongest force on any atom is 0.08671 Eh/bohr.

These are the Löwdin partial charges, in e, on atoms 1 to 6: 0.063, -0.204, -0.243, 0.115, -0.155, 0.133

C5H9N4O4 | wB97M-V/def2-TZVPD

Geometry (Å):
C 0.5222 -0.0339 -0.8992
C 1.6619 -0.5275 -0.2843
C 4.4657 1.2288 0.7336
C 4.0036 -0.0424 -0.0782
C -1.7382 -0.9930 -0.3959
N -4.3770 0.6803 1.0613
N -0.7051 -0.5065 -0.7184
N -2.8793 -1.4603 -0.6321
N -5.3087 0.2409 0.3694
O -6.4073 0.7875 0.1854
O 1.7029 -1.4275 0.5464
O -5.1643 -0.9804 -0.0520
O 2.7244 0.2564 -0.5981
H 0.7678 0.8169 -1.5139
H 3.5072 1.5162 1.2635
H 5.3173 1.1164 1.4745
H 4.7984 2.0290 0.0310
H 3.6735 -0.8192 0.6173
H 4.8120 -0.3261 -0.7566
H -4.5008 1.7181 1.2725
H -3.8795 -1.3573 -0.0714
H -2.9968 -1.9168 -1.5547

Forces on atoms 1 to 2 (eV/Å):
C 0.3 0.6 -0.9
C -0.9 -1.0 1.4

Its total charge is -1. For the energy above the lowest of the compared OMol25 structures with the same formula, charge and spin, the calculation gives 25.6 kcal/mol. Its frontier orbital gap is 7.2 eV. Its total energy is -19477.29948 eV. Its strongest force on any atom is 0.06790 Eh/bohr.

These are the Löwdin partial charges, in e, on atoms 1 to 6: -0.126, -0.572, -0.081, -0.237, -0.172, 0.080

C5H9N4S2 | wB97M-V/def2-TZVPD

Geometry (Å):
N 2.6034 -0.6436 3.6637
C 1.8374 -1.0201 2.9328
C 0.9517 -1.2979 1.8209
C 0.5395 0.1091 1.3333
N -0.3197 0.1237 0.0609
N 0.0313 -0.7520 -0.9817
C -0.1803 -0.2820 -2.1842
N 0.0191 -0.9993 -3.2965
S -0.6405 1.4343 -2.2468
C -0.3719 1.6096 -0.5024
S -1.4723 2.6221 0.5620
H 0.1136 -2.0190 1.9790
H 1.7295 -1.5315 0.9894
H -0.1641 0.6184 2.0929
H 1.4099 0.7484 1.1405
H -1.2088 -0.1032 0.2689
H 0.2633 -1.9419 -3.0383
H -0.4290 -0.7314 -4.1684
H 0.6720 2.0996 -0.5045
H -2.6190 2.1913 0.1089

Forces on atoms 1 to 2 (eV/Å):
N 2.1 0.9 2.2
C -2.1 -1.0 -1.5

Its total charge is +1. As for the SMILES: N#CCC[N@@H+]1N=C(N)S[C@H]1S. For the energy above the lowest of the compared OMol25 structures with the same formula, charge and spin, the calculation gives 57.2 kcal/mol. Its frontier orbital gap is 10.8 eV. Its total energy is -32952.79033 eV. Its strongest force on any atom is 0.10715 Eh/bohr.

These are the Löwdin partial charges, in e, on atoms 1 to 6: 0.194, -0.258, -0.138, -0.121, -0.145, 0.064

C5H9N5 | wB97M-V/def2-TZVPD

Geometry (Å):
C -1.7276 -0.7356 0.8000
C -0.4031 -1.0998 0.1833
C -0.1481 -0.9519 -1.2909
C 0.5181 -0.0370 -0.3189
N 2.0282 -0.2936 -0.0323
N 2.5545 -1.5236 0.0812
N 3.7953 -1.3828 0.2676
N 4.1561 -0.1033 0.2887
C 3.0499 0.5908 0.0979
N 2.9476 1.9407 -0.0297
H -2.1317 0.1684 0.3464
H -1.6106 -0.5660 1.8695
H -2.4425 -1.5441 0.6563
H 0.0998 -1.9404 0.6487
H 0.4578 -1.7016 -1.7734
H -0.9211 -0.5294 -1.9157
H 0.2988 1.0159 -0.2639
H 3.7766 2.4353 0.2586
H 2.0834 2.3689 0.2630

Forces on atoms 1 to 2 (eV/Å):
C 0.1 0.0 -0.1
C -0.1 0.1 0.1

As for the SMILES: C[C@H]1C[C@@H]1n1nnnc1N. For the energy above the lowest of the compared OMol25 structures with the same formula, charge and spin, the calculation gives 0.0 kcal/mol. Its frontier orbital gap is 9.8 eV. Its total energy is -12779.51419 eV. Its strongest force on any atom is 0.06092 Eh/bohr.

These are the Löwdin partial charges, in e, on atoms 1 to 6: -0.063, -0.301, -0.061, -0.147, -0.005, 0.011

strongest force on any atom of number 3 (C5H9N4S2)?
0.10715 Eh/bohr